a) C49H109N6O3 as an isolated structure. Source: OMol25; level of theory: the ωB97M-V functional and the def2-TZVPD basis.

Last column: Mulliken charge in e.
Element x y z (Å)
O 0.265 -0.360 0.156  -0.550
C 0.140 0.944 0.284  0.667
O 1.219 1.545 0.521  -0.774
O -0.894 1.542 0.044  -0.742
H 1.093 0.121 0.222  0.401
C 5.912 -4.768 8.901  -1.223
C 5.367 -3.303 8.824  -0.341
C 6.230 -2.558 7.814  -0.923
N 5.916 -1.158 7.406  0.239
C 6.036 -0.102 8.613  -1.090
C 4.452 -1.020 6.790  -0.580
C 4.589 -0.200 5.505  -0.621
C 6.016 -0.610 4.982  -0.680
C 6.848 -0.534 6.310  -0.382
H 5.164 -5.544 9.065  0.357
H 6.618 -4.893 9.722  0.328
H 6.340 -5.037 7.935  0.368
H 5.316 -2.894 9.833  0.354
H 4.300 -3.290 8.601  0.398
H 6.239 -3.020 6.827  0.496
H 7.242 -2.434 8.200  0.373
H 5.224 -0.298 9.314  0.339
H 5.886 0.823 8.058  0.536
H 7.026 -0.016 9.060  0.311
H 3.779 -0.626 7.552  0.321
H 4.074 -1.964 6.398  0.358
H 4.502 0.858 5.753  0.292
H 3.771 -0.505 4.853  0.416
H 6.597 0.103 4.396  0.368
H 5.841 -1.500 4.377  0.294
H 7.281 0.408 6.646  0.416
H 7.634 -1.213 5.980  0.277
C 4.714 -3.787 -2.247  -1.589
C 3.505 -3.730 -3.116  -0.235
C 3.490 -4.858 -4.151  -0.647
N 2.165 -5.412 -4.679  0.062
C 1.561 -6.485 -3.686  -0.895
C 1.173 -4.235 -4.945  -0.593
C 1.589 -3.703 -6.354  -0.574
C 2.272 -4.843 -7.062  -0.575
C 2.385 -6.084 -6.063  -0.606
H 4.711 -4.737 -1.712  0.399
H 4.749 -2.951 -1.548  0.387
H 5.655 -3.840 -2.795  0.370
H 3.561 -2.752 -3.595  0.328
H 2.668 -3.747 -2.417  0.319
H 3.945 -5.737 -3.695  0.428
H 4.124 -4.521 -4.971  0.383
H 0.734 -7.024 -4.149  0.361
H 1.296 -5.856 -2.836  0.369
H 2.404 -7.152 -3.511  0.385
H 0.169 -4.642 -5.061  0.406
H 1.152 -3.454 -4.185  0.366
H 0.736 -3.399 -6.961  0.345
H 2.144 -2.766 -6.323  0.344
H 1.725 -5.191 -7.939  0.418
H 3.177 -4.399 -7.478  0.271
H 1.520 -6.731 -6.210  0.407
H 3.262 -6.725 -5.966  0.368
C 4.960 6.869 -0.926  -1.370
C 5.568 8.119 -1.618  -0.146
C 6.043 9.101 -0.617  -0.884
N 6.948 10.368 -1.126  0.135
C 6.375 11.145 -2.358  -0.924
C 8.418 9.924 -1.378  -0.620
C 9.243 11.185 -1.189  -0.557
C 8.468 12.114 -0.353  -0.588
C 7.244 11.255 0.082  -0.662
H 4.253 6.385 -1.600  0.371
H 4.227 7.183 -0.183  0.375
H 5.645 6.241 -0.358  0.369
H 4.847 8.661 -2.229  0.338
H 6.415 7.831 -2.242  0.254
H 6.507 8.599 0.232  0.385
H 5.205 9.630 -0.161  0.477
H 7.064 11.945 -2.626  0.420
H 5.380 11.506 -2.097  0.313
H 6.354 10.442 -3.191  0.376
H 8.504 9.391 -2.325  0.470
H 8.636 9.190 -0.601  0.344
H 9.554 11.545 -2.169  0.319
H 10.177 10.977 -0.666  0.342
H 8.166 13.052 -0.817  0.326
H 9.062 12.388 0.519  0.338
H 6.436 11.912 0.403  0.404
H 7.487 10.733 1.008  0.394
C -6.249 6.113 0.124  -1.239
C -6.040 6.631 -1.341  -0.451
C -4.860 7.522 -1.837  -0.614
N -4.623 7.537 -3.412  0.024
C -5.881 8.069 -4.143  -0.970
C -4.079 6.264 -4.028  -0.607
C -2.622 6.133 -3.592  -0.550
C -2.220 7.611 -3.447  -0.577
C -3.463 8.469 -3.759  -0.744
H -6.365 6.993 0.756  0.332
H -5.415 5.472 0.412  0.360
H -7.256 5.699 0.167  0.366
H -6.954 7.214 -1.455  0.335
H -6.050 5.871 -2.122  0.234
H -3.990 7.065 -1.366  0.328
H -4.850 8.568 -1.532  0.532
H -6.131 9.030 -3.693  0.409
H -6.706 7.362 -4.053  0.352
H -5.688 8.295 -5.192  0.428
H -4.128 6.421 -5.105  0.445
H -4.643 5.397 -3.685  0.419
H -2.122 5.636 -4.423  0.375
H -2.443 5.691 -2.612  0.290
H -1.548 7.864 -4.267  0.346
H -1.731 7.920 -2.523  0.319
H -3.507 8.662 -4.831  0.387
H -3.609 9.463 -3.338  0.472
C -4.021 0.103 -4.832  -1.525
C -4.434 -0.153 -3.415  -0.057
C -5.482 -1.260 -3.172  -0.814
N -6.037 -1.441 -1.715  0.186
C -5.025 -2.197 -0.853  -1.092
C -6.489 -0.146 -1.000  -0.674
C -7.301 -0.649 0.227  -0.701
C -8.165 -1.744 -0.349  -0.536
C -7.404 -2.236 -1.606  -0.567
H -4.635 0.784 -5.421  0.379
H -3.989 -0.807 -5.432  0.364
H -3.088 0.666 -4.855  0.404
H -4.643 0.823 -2.977  0.256
H -3.553 -0.512 -2.883  0.342
H -5.237 -2.287 -3.442  0.516
H -6.297 -1.046 -3.864  0.306
H -5.310 -2.524 0.147  0.392
H -4.254 -1.433 -0.754  0.513
H -4.594 -2.992 -1.463  0.317
H -5.609 0.455 -0.772  0.534
H -7.246 0.349 -1.609  0.373
H -6.613 -1.039 0.977  0.302
H -7.899 0.176 0.613  0.406
H -8.304 -2.523 0.399  0.278
H -9.152 -1.362 -0.612  0.343
H -7.108 -3.285 -1.642  0.383
H -7.997 -1.961 -2.478  0.369
C -3.045 -6.654 3.308  -1.315
C -3.559 -7.873 2.521  -0.244
C -3.828 -9.173 3.432  -0.837
N -4.848 -10.224 2.756  0.172
C -4.566 -10.631 1.230  -0.970
C -6.346 -9.747 2.753  -0.717
C -7.060 -11.025 3.160  -0.704
C -6.168 -11.583 4.264  -0.464
C -4.842 -11.457 3.644  -0.526
H -2.848 -5.810 2.645  0.360
H -2.108 -6.959 3.771  0.341
H -3.712 -6.398 4.131  0.365
H -2.966 -8.170 1.656  0.358
H -4.543 -7.637 2.116  0.309
H -4.144 -8.875 4.432  0.347
H -2.964 -9.821 3.580  0.511
H -4.840 -9.811 0.567  0.360
H -5.029 -11.590 0.998  0.400
H -3.484 -10.726 1.134  0.383
H -6.567 -9.145 1.872  0.440
H -6.381 -8.994 3.541  0.420
H -7.359 -11.649 2.318  0.343
H -7.999 -10.682 3.594  0.385
H -6.520 -12.610 4.355  0.301
H -6.335 -11.046 5.197  0.316
H -4.663 -12.355 3.053  0.328
H -4.016 -11.511 4.353  0.340

The orbital gap is 5.84 eV. The molecular weight comes out at 830.4 g mol⁻¹. The total charge is +5. The value obtained for the LUMO energy is -7.293 eV.

***

b) A 7-piece molecular cluster, C49H109N6O3 overall. Source: OMol25; level of theory: the ωB97M-V functional and the def2-TZVPD basis.

Last column: Mulliken charge in e.
Element x y z (Å)
C 2.276 1.241 -2.587  -0.760
C 3.124 1.336 -3.861  -0.227
C 2.673 2.401 -4.835  -0.850
N 3.789 2.954 -5.673  0.029
C 4.331 1.885 -6.519  -0.943
C 3.274 3.942 -6.684  -0.632
C 4.478 4.702 -7.262  -0.707
C 5.499 4.588 -6.082  -0.723
C 4.807 3.791 -4.968  -0.497
H 1.216 1.408 -2.745  -0.086
H 2.610 1.969 -1.838  0.452
H 2.417 0.228 -2.199  0.065
H 3.023 0.387 -4.398  0.347
H 4.181 1.467 -3.651  0.340
H 2.212 3.309 -4.368  0.299
H 1.927 2.077 -5.551  0.441
H 5.088 2.355 -7.160  0.477
H 3.527 1.559 -7.173  0.391
H 4.821 1.098 -5.981  0.308
H 2.593 3.510 -7.406  0.541
H 2.706 4.659 -6.086  0.407
H 4.840 4.280 -8.199  0.344
H 4.188 5.746 -7.299  0.325
H 6.404 4.066 -6.358  0.348
H 5.835 5.529 -5.629  0.411
H 5.442 3.111 -4.399  0.427
H 4.329 4.366 -4.195  0.458
C -4.460 -3.898 -7.560  -1.329
C -4.401 -4.426 -6.137  -0.262
C -3.005 -4.354 -5.498  -0.859
N -2.980 -4.628 -4.008  0.596
C -3.487 -5.963 -3.664  -1.036
C -3.756 -3.555 -3.204  -1.247
C -3.002 -3.153 -1.953  0.272
C -1.898 -4.252 -1.949  -0.555
C -1.640 -4.598 -3.401  -0.926
H -5.480 -4.041 -7.858  0.392
H -3.784 -4.490 -8.163  0.348
H -4.113 -2.855 -7.572  0.330
H -4.751 -5.462 -6.143  0.387
H -5.186 -3.909 -5.515  0.331
H -2.516 -3.389 -5.584  0.427
H -2.423 -5.111 -6.031  0.455
H -3.093 -6.706 -4.318  0.426
H -4.562 -6.081 -3.787  0.375
H -3.261 -6.152 -2.638  0.351
H -4.727 -3.969 -2.992  0.341
H -4.002 -2.713 -3.836  0.441
H -3.674 -3.116 -1.077  0.239
H -2.613 -2.150 -2.140  0.145
H -2.300 -5.056 -1.326  0.318
H -1.000 -3.902 -1.427  0.292
H -1.117 -5.520 -3.563  0.289
H -1.083 -3.836 -3.922  0.457
C -0.062 4.601 2.769  -1.357
C -0.426 4.813 1.305  -0.357
C -1.630 4.018 0.785  0.800
N -1.901 4.136 -0.682  0.348
C -2.230 5.524 -1.076  -0.973
C -3.073 3.304 -1.097  0.538
C -2.975 3.129 -2.617  -1.399
C -1.404 3.187 -2.950  -0.318
C -0.776 3.544 -1.526  0.037
H 0.631 5.369 3.080  0.462
H 0.305 3.567 2.930  0.187
H -0.956 4.710 3.406  0.345
H 0.413 4.536 0.648  0.223
H -0.663 5.862 1.121  0.442
H -2.500 4.389 1.322  0.673
H -1.444 2.976 0.987  -1.333
H -2.673 5.465 -2.044  0.449
H -1.293 6.119 -1.037  0.377
H -2.890 5.958 -0.312  0.342
H -3.965 3.759 -0.723  0.663
H -2.914 2.303 -0.665  -0.604
H -3.601 3.764 -3.230  0.323
H -3.375 2.141 -2.769  0.488
H -1.226 3.964 -3.697  0.490
H -0.970 2.271 -3.312  0.290
H 0.092 4.221 -1.528  0.572
H -0.619 2.586 -1.053  -0.636
C -2.123 -3.446 1.983  -1.490
C -2.675 -1.994 1.904  0.743
C -2.540 -1.031 3.108  -0.365
N -3.504 0.124 3.234  0.811
C -2.877 1.133 4.122  -1.289
C -3.874 0.803 1.884  0.569
C -5.352 0.611 1.749  -0.720
C -5.888 0.490 3.194  -0.686
C -4.748 -0.349 3.832  -0.616
H -2.342 -3.905 1.020  0.209
H -2.548 -4.009 2.808  0.442
H -1.065 -3.531 2.065  0.326
H -3.750 -2.082 1.657  0.127
H -2.194 -1.568 1.017  -0.210
H -1.609 -0.476 2.967  -0.097
H -2.538 -1.463 4.127  0.389
H -2.542 0.715 5.073  0.418
H -3.579 1.967 4.277  0.412
H -2.008 1.479 3.582  0.380
H -3.587 1.857 1.995  -0.036
H -3.240 0.395 1.096  -0.597
H -5.880 1.374 1.192  0.405
H -5.552 -0.294 1.198  0.367
H -6.045 1.492 3.658  0.331
H -6.829 -0.091 3.276  0.433
H -4.667 -0.392 4.915  0.329
H -4.876 -1.406 3.611  0.478
C 1.583 0.739 4.457  -1.275
C 1.831 1.477 5.782  -0.519
C 0.549 1.528 6.655  -0.592
N 0.689 1.990 8.149  0.180
C -0.696 2.172 8.577  -0.841
C 1.470 3.238 8.266  -0.538
C 1.791 3.350 9.753  -0.685
C 1.791 1.913 10.245  -0.671
C 1.462 1.030 9.016  -0.601
H 2.371 0.943 3.758  0.404
H 0.650 1.108 4.007  0.055
H 1.451 -0.318 4.676  0.471
H 2.075 2.529 5.566  0.373
H 2.687 1.110 6.359  0.437
H 0.142 0.489 6.640  0.339
H -0.133 2.276 6.217  0.375
H -0.973 2.983 7.923  0.406
H -0.751 2.434 9.616  0.408
H -1.337 1.315 8.516  0.283
H 0.861 3.992 7.748  0.446
H 2.452 3.150 7.781  0.352
H 1.072 4.002 10.281  0.298
H 2.692 3.925 9.744  0.411
H 1.046 1.699 11.015  0.323
H 2.761 1.572 10.570  0.405
H 0.867 0.128 9.165  0.451
H 2.335 0.720 8.422  0.357
C 2.685 -3.146 -3.557  -1.654
C 2.475 -3.741 -2.136  0.684
C 3.766 -4.097 -1.432  -1.090
N 3.711 -4.742 -0.016  0.104
C 3.085 -6.033 -0.128  -0.910
C 5.155 -4.685 0.489  -0.511
C 5.413 -3.314 1.049  -0.725
C 3.916 -2.708 1.195  -0.370
C 3.031 -3.911 1.006  -0.774
H 3.169 -3.841 -4.217  0.497
H 3.317 -2.264 -3.602  0.378
H 1.731 -2.758 -3.946  0.330
H 1.886 -4.632 -2.230  0.231
H 1.970 -3.018 -1.511  -0.213
H 4.417 -3.247 -1.301  0.501
H 4.299 -4.793 -2.059  0.432
H 3.681 -6.637 -0.800  0.411
H 2.102 -5.915 -0.563  0.286
H 2.996 -6.586 0.815  0.396
H 5.266 -5.482 1.215  0.448
H 5.799 -4.960 -0.331  0.363
H 5.892 -3.382 2.022  0.319
H 6.096 -2.793 0.373  0.364
H 3.765 -2.243 2.182  0.505
H 3.704 -1.915 0.467  0.063
H 2.940 -4.472 1.948  0.490
H 2.015 -3.707 0.682  0.456
O 0.436 -0.631 0.312  -0.124
C -0.611 0.443 0.452  0.215
O -1.241 0.679 -0.586  -0.638
O -0.681 0.823 1.620  -0.677
H 0.337 -1.086 -0.515  0.040

The orbital gap is 9.99 eV. The molecular weight comes out at 830.5 g mol⁻¹. The total charge is +5. The value obtained for the LUMO energy is -8.963 eV.

***

Most stable structure: b)

***

a) A single CH3NSi molecule. Source: OMol25; level of theory: the ωB97M-V functional and the def2-TZVPD basis.

Last column: Mulliken charge in e.
Element x y z (Å)
N -2.711 -0.133 0.000  -0.319
C -1.558 -0.040 -0.041  -0.056
Si 0.751 -0.053 -0.036  0.576
H 0.913 0.230 1.315  -0.072
H 1.436 -1.177 -0.432  -0.078
H 1.169 1.173 -0.805  -0.051

The orbital gap is 11.54 eV. The structure (SMILES) is N#C[SiH3]. The molecular weight comes out at 57.1 g mol⁻¹. The value obtained for the LUMO energy is -0.181 eV.

***

b) A 2-piece molecular cluster, CH3NSi overall. Source: OMol25; level of theory: the ωB97M-V functional and the def2-TZVPD basis.

Last column: Mulliken charge in e.
Element x y z (Å)
C 1.006 0.508 0.575  0.173
N 1.899 1.100 0.982  -0.310
Si -0.431 -0.446 -0.106  0.223
H -1.204 -1.040 0.974  -0.029
H -1.290 1.209 -1.258  -0.029
H 0.021 -1.331 -1.166  -0.027

The orbital gap is 9.89 eV. The molecular weight comes out at 57.1 g mol⁻¹. The value obtained for the LUMO energy is -0.573 eV.

***

Most stable structure: a)

***

a) A 2-piece molecular cluster, C4H15N5 overall. Source: OMol25; level of theory: the ωB97M-V functional and the def2-TZVPD basis.

Last column: Mulliken charge in e.
Element x y z (Å)
C 1.425 -0.715 -0.623  0.040
C -0.597 -0.044 -0.708  -0.695
C -0.881 1.065 0.202  0.703
C -2.168 0.970 1.014  -1.612
N 1.359 -1.834 -1.454  -0.554
N 1.609 -0.997 0.712  -0.571
N 2.238 0.315 -1.110  -0.527
N -1.204 -1.350 -0.494  -0.639
N 0.312 1.262 1.415  -0.807
H -0.553 0.209 -1.764  0.488
H -0.833 2.019 -0.335  0.259
H 1.607 -1.622 -2.411  0.298
H 0.416 -2.237 -1.389  0.333
H 1.125 -0.287 1.342  0.396
H 1.432 -1.965 0.936  0.298
H 1.761 0.989 -1.685  0.261
H 2.767 0.777 -0.375  0.328
H -1.075 -1.644 0.470  0.213
H -2.205 -1.358 -0.668  0.233
H 1.029 1.870 1.035  0.183
H -0.077 1.735 2.224  0.207
H -2.320 1.870 1.612  0.429
H -3.029 0.849 0.353  0.353
H -2.139 0.123 1.701  0.382

The orbital gap is 7.65 eV. The molecular weight comes out at 133.2 g mol⁻¹. The value obtained for the LUMO energy is 0.875 eV.

***

b) A single C4H15N5 molecule. Source: OMol25; level of theory: the ωB97M-V functional and the def2-TZVPD basis.

Last column: Mulliken charge in e.
Element x y z (Å)
C 1.357 0.064 -1.546  -1.214
N 1.004 -0.407 -0.205  -0.047
C 1.634 -1.704 0.043  -1.047
C -0.401 -0.304 0.129  0.360
N -0.649 -0.850 1.419  -0.727
N -1.241 -1.088 -0.716  -0.644
N -0.858 1.083 0.059  0.185
C 0.014 2.004 0.906  -1.008
N -2.278 1.220 0.470  -0.905
H 1.019 -0.621 -2.332  0.368
H 2.444 0.163 -1.634  0.391
H 0.941 1.053 -1.763  0.335
H 2.712 -1.642 -0.144  0.345
H 1.532 -2.017 1.086  0.318
H 1.232 -2.496 -0.600  0.354
H -1.599 -0.536 1.609  0.450
H -0.074 -0.326 2.065  0.295
H -1.049 -0.811 -1.668  0.286
H -0.941 -2.045 -0.594  0.314
H -0.177 1.827 1.970  0.354
H 1.091 1.956 0.724  0.328
H -0.274 3.035 0.674  0.354
H -2.671 2.030 -0.013  0.256
H -2.770 0.412 0.060  0.296

The orbital gap is 9.01 eV. The structure (SMILES) is CN(C)C(N)(N)N(C)N. The molecular weight comes out at 133.2 g mol⁻¹. The value obtained for the LUMO energy is 1.002 eV.

***

Most stable structure: b)

***

a) A single C5H8O4 molecule. Source: OMol25; level of theory: the ωB97M-V functional and the def2-TZVPD basis.

Last column: Mulliken charge in e.
Element x y z (Å)
C 0.580 -0.813 -1.439  -1.520
C -0.549 -0.223 -0.588  1.512
C 0.001 1.544 -0.680  -0.203
O -1.751 -0.280 -0.943  -0.839
O -0.804 2.389 -0.902  -0.422
H 1.094 1.694 -0.864  0.323
H 0.406 -1.888 -1.510  0.368
H 1.567 -0.641 -1.004  0.350
H 0.554 -0.385 -2.442  0.387
C 0.087 0.578 1.394  -0.169
C -0.381 -0.725 0.984  -0.413
O 1.357 0.875 1.616  -0.438
O -1.629 -1.087 1.451  -0.597
H 1.921 0.093 1.514  0.410
H -2.206 -0.958 0.653  0.435
H -0.616 1.348 1.684  0.486
H 0.367 -1.521 1.078  0.328

The orbital gap (alpha / beta) is 7.47 / 7.47 eV. The molecular weight comes out at 132.1 g mol⁻¹. The value obtained for the LUMO energy (alpha / beta) is -0.790 / -0.791 eV.

***

b) A 2-piece molecular cluster, C5H8O4 overall. Source: OMol25; level of theory: the ωB97M-V functional and the def2-TZVPD basis.

Last column: Mulliken charge in e.
Element x y z (Å)
O -2.036 -1.490 -0.720  -0.583
C -1.163 -0.699 -0.962  0.317
O 0.137 -1.044 -1.088  -0.347
C 0.635 0.331 -0.698  -0.078
C 0.729 0.759 0.763  -0.596
C -0.759 1.194 0.733  -0.805
C -0.858 0.787 -0.755  0.813
O -1.442 1.713 -1.579  -0.567
H 1.400 0.643 -1.415  0.383
H 1.423 1.593 0.917  0.290
H 0.980 -0.026 1.486  0.233
H -0.890 2.279 0.825  0.298
H -1.451 0.694 1.420  0.303
H -1.380 1.443 -2.502  0.347
O 1.707 -2.475 0.911  -0.618
H 0.754 -2.743 1.095  0.316
H 2.214 -2.958 1.569  0.294

The orbital gap is 10.62 eV. The structure (SMILES) is O=C1O[C@@H]2CC[C@]12O.O. The molecular weight comes out at 132.1 g mol⁻¹. The value obtained for the LUMO energy is 0.625 eV.

***

Most stable structure: b)